The following is a quantum chemistry calculation of a cluster of 15 separate species, C49H107N9O18S in total at a distorted geometry, from OMol25.

Last columns: bonded neighbours and bond lengths (Å).
Element x y z (Å)
1 C 0.89636 -2.58715 2.99333  C2 1.499, H6 1.090, H7 1.090, H8 1.090
2 C 0.54947 -3.89090 2.34006  C1 1.499, O3 1.204, N4 1.366
3 O -0.39290 -4.54223 2.70950  C2 1.204
4 N 1.42529 -4.45067 1.45400  C2 1.366, C5 1.399, H9 1.010
5 C 1.26062 -5.60764 0.68520  N4 1.399, H10 1.090, H11 1.090, H12 1.090
6 H 0.30119 -1.75032 2.62784  C1 1.090
7 H 1.92405 -2.34295 2.72439  C1 1.090
8 H 0.93442 -2.73089 4.07314  C1 1.090
9 H 1.98194 -3.71767 1.03812  N4 1.010
10 H 2.04300 -5.67176 -0.07102  C5 1.090
11 H 0.24972 -5.55997 0.28036  C5 1.090
12 H 1.26339 -6.53033 1.26548  C5 1.090
13 C 4.12764 -2.48486 -1.61213  C14 1.517, H18 1.090, H19 1.090, H20 1.090
14 C 3.79382 -2.52934 -0.13280  C13 1.517, O15 1.247, N16 1.337
15 O 2.65661 -2.25254 0.29847  C14 1.247
16 N 4.82177 -2.77967 0.68457  C14 1.337, C17 1.426, H21 1.010
17 C 4.74323 -3.00059 2.09129  N16 1.426, H22 1.090, H23 1.090, H24 1.090
18 H 4.95688 -1.79835 -1.78292  C13 1.090
19 H 3.29595 -2.16444 -2.23960  C13 1.090
20 H 4.57570 -3.41932 -1.94997  C13 1.090
21 H 5.72787 -2.98234 0.28707  N16 1.010
22 H 5.76503 -2.91796 2.46169  C17 1.090
23 H 4.46362 -4.03627 2.28439  C17 1.090
24 H 3.99940 -2.39927 2.61400  C17 1.090
25 C 1.17132 4.94006 1.47855  C26 1.548, H30 1.090, H31 1.090, H32 1.090
26 C 1.15147 5.30740 2.98188  C25 1.548, O27 1.220, N28 1.308
27 O 0.09521 5.23856 3.58852  C26 1.220
28 N 2.29600 5.71542 3.46507  C26 1.308, C29 1.495, H33 1.010
29 C 2.47478 6.11875 4.89352  N28 1.495, H34 1.090, H35 1.090, H36 1.090
30 H 1.53656 3.91425 1.52763  C25 1.090
31 H 1.82048 5.55073 0.85103  C25 1.090
32 H 0.15555 4.93554 1.08321  C25 1.090
33 H 2.98240 6.04581 2.80190  N28 1.010
34 H 2.98005 7.08219 4.96135  C29 1.090
35 H 3.07553 5.32421 5.33613  C29 1.090
36 H 1.51800 6.15227 5.41462  C29 1.090
37 C -4.08471 -2.43321 -2.39103  C38 1.503, H42 1.090, H43 1.090, H44 1.090
38 C -4.84363 -1.69059 -1.32773  C37 1.503, O39 1.239, N40 1.364
39 O -4.44811 -0.53788 -1.10205  C38 1.239
40 N -5.96132 -2.29677 -0.83275  C38 1.364, C41 1.452, H45 1.010
41 C -6.91928 -1.62061 0.02351  N40 1.452, H46 1.090, H47 1.090, H48 1.090
42 H -4.52438 -3.39567 -2.65268  C37 1.090
43 H -3.03622 -2.55927 -2.12107  C37 1.090
44 H -3.93133 -1.79641 -3.26227  C37 1.090
45 H -6.36260 -3.07800 -1.33151  N40 1.010
46 H -7.63455 -2.32521 0.44780  C41 1.090
47 H -7.55070 -0.84744 -0.41423  C41 1.090
48 H -6.36535 -1.27162 0.89498  C41 1.090
49 C 0.53098 0.78229 0.48552  C50 1.535, H54 1.090, H55 1.090, H56 1.090
50 C -0.93901 0.71394 0.04861  C49 1.535, O51 1.199, N52 1.309
51 O -1.60923 1.70556 -0.02932  C50 1.199
52 N -1.48667 -0.40740 -0.34766  C50 1.309, C53 1.415, H57 1.010
53 C -0.86232 -1.67681 -0.36381  N52 1.415, H58 1.090, H59 1.090, H60 1.090
54 H 0.84389 1.82610 0.51105  C49 1.090
55 H 1.17947 0.28479 -0.23563  C49 1.090
56 H 0.55617 0.22696 1.42311  C49 1.090
57 H -2.41756 -0.14004 -0.63414  N52 1.010
58 H -1.13732 -2.14328 -1.30979  C53 1.090
59 H -1.26466 -2.23782 0.47969  C53 1.090
60 H 0.22478 -1.65582 -0.44043  C53 1.090
61 C -2.65301 -4.82015 -0.33459  C62 1.516, H66 1.090, H67 1.090, H68 1.090
62 C -2.71954 -6.21325 0.25940  C61 1.516, O63 1.247, N64 1.346
63 O -3.51655 -7.04416 -0.21867  C62 1.247
64 N -1.81739 -6.58780 1.18567  C62 1.346, C65 1.430, H69 1.010
65 C -1.54172 -7.95818 1.48924  N64 1.430, H70 1.090, H71 1.090, H72 1.090
66 H -3.67915 -4.45714 -0.39261  C61 1.090
67 H -2.28566 -4.85666 -1.36017  C61 1.090
68 H -2.07383 -4.19969 0.34928  C61 1.090
69 H -1.26695 -5.82094 1.54490  N64 1.010
70 H -2.24874 -8.71490 1.14925  C65 1.090
71 H -1.25942 -8.08032 2.53494  C65 1.090
72 H -0.63635 -8.20902 0.93654  C65 1.090
73 C -2.49131 4.71195 1.90389  C74 1.493, H78 1.090, H79 1.090, H80 1.090
74 C -3.79825 4.00198 1.77513  C73 1.493, O75 1.223, N76 1.327
75 O -4.84187 4.61176 1.96347  C74 1.223
76 N -3.65298 2.70178 1.55459  C74 1.327, C77 1.447, H81 1.010
77 C -4.78149 1.85293 1.23890  N76 1.447, H82 1.090, H83 1.090, H84 1.090
78 H -2.57763 5.54789 2.59805  C73 1.090
79 H -2.11051 5.04017 0.93675  C73 1.090
80 H -1.83170 4.01831 2.42532  C73 1.090
81 H -2.76839 2.35095 1.21618  N76 1.010
82 H -5.22171 2.20337 0.30536  C77 1.090
83 H -5.56650 1.92724 1.99145  C77 1.090
84 H -4.43427 0.83237 1.07770  C77 1.090
85 C 6.49283 3.48929 -1.39010  C86 1.547, H90 1.090, H91 1.090, H92 1.090
86 C 5.54078 2.69056 -2.31167  C85 1.547, O87 1.256, N88 1.298
87 O 5.42243 2.98355 -3.52761  C86 1.256
88 N 4.86557 1.78626 -1.67133  C86 1.298, C89 1.487, H93 1.010
89 C 4.02315 0.77912 -2.37034  N88 1.487, H94 1.090, H95 1.090, H96 1.090
90 H 7.39828 3.56766 -1.99186  C85 1.090
91 H 6.74489 3.01547 -0.44138  C85 1.090
92 H 6.20538 4.52618 -1.21591  C85 1.090
93 H 4.78157 1.83068 -0.66581  N88 1.010
94 H 3.43570 0.16609 -1.68681  C89 1.090
95 H 4.58861 0.14841 -3.05631  C89 1.090
96 H 3.34977 1.24724 -3.08833  C89 1.090
97 C -1.41906 -4.49119 -4.58019  C98 1.541, H102 1.090, H103 1.090, H104 1.090
98 C -0.12804 -4.28977 -3.76333  C97 1.541, O99 1.201, N100 1.332
99 O -0.19137 -4.07817 -2.58245  C98 1.201
100 N 1.00793 -4.23565 -4.45630  C98 1.332, C101 1.464, H105 1.010
101 C 2.33381 -4.14345 -3.84345  N100 1.464, H106 1.090, H107 1.090, H108 1.090
102 H -1.86631 -3.51874 -4.78609  C97 1.090
103 H -2.11291 -5.01015 -3.91886  C97 1.090
104 H -1.23874 -5.10153 -5.46510  C97 1.090
105 H 0.92273 -4.36534 -5.45431  N100 1.010
106 H 3.01724 -4.92400 -4.17777  C101 1.090
107 H 2.27301 -4.31517 -2.76879  C101 1.090
108 H 2.73436 -3.16834 -4.12062  C101 1.090
109 C -4.04548 2.41233 -2.74667  C110 1.550, O115 1.422, H116 1.090, H117 1.090
110 C -3.04562 1.49137 -3.49129  C109 1.550, O111 1.478, H118 1.090, H119 1.090
111 O -2.64903 2.37253 -4.60934  C110 1.478, S112 1.660
112 S -3.82230 3.44166 -5.09586  O111 1.660, O113 1.478, O114 1.441, O115 1.682
113 O -4.62499 2.92937 -6.22628  S112 1.478
114 O -3.33176 4.78398 -5.28145  S112 1.441
115 O -4.72547 3.22638 -3.69379  C109 1.422, S112 1.682
116 H -3.47669 3.00665 -2.03157  C109 1.090
117 H -4.76497 1.88023 -2.12432  C109 1.090
118 H -3.58249 0.69249 -4.00281  C110 1.090
119 H -2.12608 1.27149 -2.94890  C110 1.090
120 C 4.24870 1.00073 3.16795  C121 1.470, C124 1.557, H125 1.090, H126 1.090
121 C 3.50019 2.22594 2.85355  C120 1.470, C122 1.620, H127 1.090, H128 1.090
122 C 4.51036 2.96608 1.82570  C121 1.620, O123 1.416, H129 1.090, H130 1.090
123 O 5.13970 1.91320 1.11825  C122 1.416, C124 1.433
124 C 4.89658 0.67212 1.79121  C120 1.557, O123 1.433, H131 1.090, H132 1.090
125 H 3.63329 0.14146 3.43444  C120 1.090
126 H 4.95451 1.02924 3.99809  C120 1.090
127 H 3.22812 2.84890 3.70561  C121 1.090
128 H 2.63908 2.02521 2.21613  C121 1.090
129 H 5.30756 3.41820 2.41575  C122 1.090
130 H 3.97743 3.71498 1.23982  C122 1.090
131 H 5.82966 0.11008 1.83094  C124 1.090
132 H 4.25030 0.09753 1.12769  C124 1.090
133 C 0.37048 2.23001 5.63486  C134 1.496, C137 1.532, H138 1.090, H139 1.090
134 C -0.06694 0.94244 6.25911  C133 1.496, C135 1.524, H140 1.090, H141 1.090
135 C 0.23300 -0.08791 5.17748  C134 1.524, O136 1.453, H142 1.090, H143 1.090
136 O 0.33018 0.71202 3.96844  C135 1.453, C137 1.380
137 C -0.07390 2.01406 4.18467  C133 1.532, O136 1.380, H144 1.090, H145 1.090
138 H 1.45647 2.31259 5.67841  C133 1.090
139 H -0.10301 3.08617 6.11537  C133 1.090
140 H -1.13975 0.89074 6.44487  C134 1.090
141 H 0.50669 0.66664 7.14397  C134 1.090
142 H -0.52285 -0.87268 5.20770  C135 1.090
143 H 1.22776 -0.49284 5.36346  C135 1.090
144 H -1.14319 2.14959 4.02236  C137 1.090
145 H 0.48528 2.57506 3.43587  C137 1.090
146 C -3.27950 -0.32620 4.08577  C147 1.471, C150 1.487, H151 1.090, H152 1.090
147 C -2.54064 -1.22286 3.18389  C146 1.471, C148 1.499, H153 1.090, H154 1.090
148 C -3.63051 -1.66406 2.25389  C147 1.499, O149 1.443, H155 1.090, H156 1.090
149 O -4.87733 -1.31887 2.89279  C148 1.443, C150 1.384
150 C -4.70335 -0.75043 4.14305  C146 1.487, O149 1.384, H157 1.090, H158 1.090
151 H -3.20361 0.64060 3.58813  C146 1.090
152 H -2.79689 -0.41352 5.05919  C146 1.090
153 H -2.16884 -2.04895 3.79005  C147 1.090
154 H -1.70903 -0.81162 2.61169  C147 1.090
155 H -3.57619 -2.75249 2.23239  C148 1.090
156 H -3.49094 -1.17297 1.29085  C148 1.090
157 H -4.86163 -1.40256 5.00199  C150 1.090
158 H -5.38352 0.09528 4.24425  C150 1.090
159 C -0.42220 -1.04135 -4.75788  C160 1.600, C163 1.493, H164 1.090, H165 1.090
160 C -0.12646 0.24873 -5.65611  C159 1.600, C161 1.530, H166 1.090, H167 1.090
161 C 1.26227 0.64091 -5.14889  C160 1.530, O162 1.409, H168 1.090, H169 1.090
162 O 1.40449 0.03657 -3.88403  C161 1.409, C163 1.409
163 C 0.22075 -0.61308 -3.48045  C159 1.493, O162 1.409, H170 1.090, H171 1.090
164 H 0.05948 -1.84658 -5.31258  C159 1.090
165 H -1.46996 -1.34040 -4.72873  C159 1.090
166 H -0.83511 1.06454 -5.51342  C160 1.090
167 H -0.18315 -0.07631 -6.69498  C160 1.090
168 H 1.46698 1.71010 -5.20393  C161 1.090
169 H 1.97820 0.20730 -5.84712  C161 1.090
170 H -0.44670 0.08894 -2.98068  C163 1.090
171 H 0.47291 -1.42804 -2.80196  C163 1.090
172 C 0.10346 3.79159 -2.82500  C173 1.499, C176 1.476, H177 1.090, H178 1.090
173 C 1.38586 4.27219 -2.21447  C172 1.499, C174 1.575, H179 1.090, H180 1.090
174 C 2.33955 4.26147 -3.46791  C173 1.575, O175 1.439, H181 1.090, H182 1.090
175 O 1.41910 4.50620 -4.54611  C174 1.439, C176 1.426
176 C 0.06313 4.52406 -4.10607  C172 1.476, O175 1.426, H183 1.090, H184 1.090
177 H -0.70447 4.03608 -2.13537  C172 1.090
178 H 0.02415 2.72182 -3.01838  C172 1.090
179 H 1.82289 3.64346 -1.43871  C173 1.090
180 H 1.06709 5.21145 -1.76252  C173 1.090
181 H 2.60966 3.22332 -3.66129  C174 1.090
182 H 3.17991 4.94788 -3.36431  C174 1.090
183 H -0.60538 3.99634 -4.78629  C176 1.090
184 H -0.32974 5.53177 -3.97084  C176 1.090

The total energy is -113640.1352 eV. As for the multiplicity: 2. The HOMO energy (alpha / beta) is -10.37 / -10.37 eV. As for the net charge: +1.